The molecule C3H9NO3S. Source: the OMol25 dataset; level of theory: ωB97M-V with the def2-TZVPD basis set.

```
! wB97M-V def2-TZVPD RIJCOSX def2/J DEFGRID3
* xyz 0 1
C -3.050 1.102 0.118
C -1.774 1.953 0.100
C -0.503 1.282 0.532
H -3.952 1.720 -0.093
H -2.933 0.344 -0.652
H -3.111 0.601 1.134
H -2.060 2.792 0.786
H -1.631 2.316 -0.899
H 0.319 2.005 0.530
H -0.638 0.705 1.482
H 1.419 -1.499 -2.109
H 0.101 -2.290 -1.360
N 1.055 -1.862 -1.257
O -0.191 0.230 -0.447
O 2.222 0.099 -0.021
O 0.575 -1.402 1.160
S 1.014 -0.694 -0.003
*
```

For the total energy, the calculation gives -798.3485 Eh. Its SMILES is CCCOS(N)(=O)=O. The calculation puts the orbital gap at 11.59 eV. For the relative energy (zero: lowest compared OMol25 entry of this formula, charge and spin), the calculation gives 140.99 kJ/mol. Its LUMO energy is 0.551 eV. As for the HOMO energy: -0.406 Ha.